Molecular formula: C13H15BN3O2Pt
Method: DFT, the ωB97M-V functional and the def2-TZVPD basis

The geometry in XYZ format:
```
35
Properties=species:S:1:pos:R:3:forces:R:3
Pt -0.150900 -0.305500 -0.223300 0.304 -0.858 -0.314
C 0.310600 4.470700 0.852600 0.020 -0.203 0.002
C 0.115900 2.962200 0.944600 1.051 0.226 -1.150
O 0.642900 2.250200 0.075100 -0.155 0.978 0.578
C -0.706700 2.486500 1.995100 -0.404 -1.368 0.688
C -0.867900 1.124700 2.249900 -0.196 1.489 0.807
C -2.114200 0.591800 2.900700 0.208 -0.155 -0.167
N 0.081000 0.244100 1.909900 0.831 -0.848 -1.582
N 1.359600 0.529300 2.086400 -0.589 0.888 1.359
C 2.212800 0.138000 1.166600 -0.419 -0.827 -0.867
O 1.874500 -0.382700 0.044500 0.375 0.425 0.729
C 3.634300 0.369600 1.478700 0.514 0.093 -0.056
C 4.582800 0.351000 0.457800 -0.252 -0.064 0.014
C 5.911700 0.615200 0.731500 0.204 0.040 0.022
C 6.315500 0.896000 2.027500 0.023 0.016 0.037
C 5.378000 0.909700 3.050100 0.131 0.036 0.104
C 4.048000 0.653400 2.781100 -0.208 -0.090 -0.159
H -0.345900 4.890300 0.090900 -0.071 -0.008 -0.043
H 1.339100 4.659200 0.550700 0.013 0.033 -0.007
H 0.108700 4.951600 1.806100 -0.029 0.131 0.061
H -1.364000 3.192200 2.480600 -0.228 0.002 -0.047
H -2.467700 1.294900 3.651400 -0.042 0.084 0.013
H -1.922900 -0.371500 3.368500 -0.003 -0.026 0.021
H -2.899600 0.459800 2.155900 -0.066 -0.004 -0.046
H 4.255000 0.140800 -0.548900 -0.050 -0.024 -0.077
H 6.642800 0.615400 -0.065900 -0.007 -0.026 -0.067
H 7.354300 1.110900 2.244000 0.023 -0.010 -0.021
H 5.689300 1.130900 4.063100 -0.005 -0.004 0.026
H 3.302300 0.671600 3.560800 -0.023 0.035 0.069
B -4.729600 -0.120700 -0.262900 -0.555 0.017 0.119
C -3.207800 -0.235300 -0.466600 1.959 -0.217 -0.513
N -2.052900 -0.314300 -0.598300 -2.047 0.144 0.429
H -5.297400 -0.414000 -1.281600 -0.097 -0.041 -0.224
H -5.022600 -0.879800 0.627600 -0.081 -0.136 0.186
H -4.943300 1.020600 0.053700 -0.132 0.273 0.077
```
Forces are in eV/Å.

Output
Calculated total energy: -963.2653 Ha
Maximum force: 2.1 eV/A
Multiplicity: 3
Net charge: -1

Molecular formula: C13H15BrN2O
Method: DFT, the ωB97M-V functional and the def2-TZVPD basis

The geometry in XYZ format:
```
32
Properties=species:S:1:pos:R:3:forces:R:3
O -1.974127 2.231778 0.032442 -0.918 -0.178 2.796
C -1.483364 2.988255 -1.017868 0.262 0.032 -0.929
C -0.046871 2.591084 -1.316103 -2.131 -1.996 -0.325
C -0.001632 1.080412 -1.720021 -0.407 1.008 -0.021
C 1.351280 0.469016 -1.617283 1.240 -0.397 -0.044
C 2.436992 0.113304 -2.430445 -2.308 -0.221 1.306
N 3.286520 -0.708934 -1.747081 1.430 0.258 -2.434
C 2.862487 -0.756850 -0.560992 -0.678 -0.080 2.309
N 1.727332 -0.028604 -0.386544 -0.999 -0.088 1.957
C 1.040289 0.092405 0.944743 0.155 0.790 -0.466
C 0.064591 -0.992144 1.252181 -0.837 -0.387 0.672
C 0.218016 -2.247661 0.651280 -2.908 -0.005 1.332
C -0.743388 -3.233491 0.830030 -1.287 -1.461 1.105
C -1.808975 -3.094411 1.803708 1.383 -0.516 -1.824
Br -3.036986 -4.570640 2.321456 1.193 1.347 -0.686
C -1.863837 -1.899120 2.431917 -0.178 1.933 3.513
C -0.919449 -0.815010 2.234293 -0.684 -1.982 -1.224
H -1.961329 2.827206 0.839509 -0.194 -1.429 -1.473
H -2.180337 3.004886 -1.884351 0.495 -0.533 0.311
H -1.496883 3.958093 -0.638627 0.253 2.239 -0.026
H 0.280723 3.215552 -2.083146 1.062 0.935 -1.351
H 0.495724 2.750088 -0.428408 0.967 0.281 1.044
H -0.478628 0.992643 -2.699260 0.496 -0.098 -0.196
H -0.695527 0.522507 -1.068166 0.385 0.217 0.001
H 2.475877 0.233041 -3.466138 0.308 0.272 -1.358
H 3.262364 -1.372511 0.230127 0.178 0.197 0.164
H 0.520590 1.078959 1.097525 0.720 -0.842 -0.580
H 1.792830 0.011685 1.725651 0.475 0.312 -0.171
H 1.071251 -2.458020 0.122689 1.631 -0.407 -1.663
H -0.707230 -4.220746 0.341321 0.422 0.666 0.111
H -2.522082 -1.850512 3.367153 0.672 0.284 -1.643
H -0.966221 0.087743 2.838407 -0.200 -0.147 -0.208
```
Forces are in eV/Å.

Output
Calculated total energy: -3263.0841 Ha
Energy above the lowest of the compared OMol25 structures with the same formula, charge and spin: 127.8 kJ/mol
Structure (SMILES): OCCCc1cncn1Cc1ccc(Br)cc1
Maximum force: 4.0 eV/A
Net charge: 0

Molecular formula: C13H15Cl3F5N2O5SSiSmTe
Method: DFT, the ωB97M-V functional and the def2-TZVPD basis

The geometry in XYZ format:
```
47
Properties=species:S:1:pos:R:3:forces:R:3
Sm 6.842870 12.869479 7.014517 4.547 2.027 0.300
F 8.439923 13.852276 5.862316 -1.250 -0.672 0.035
Te 10.608132 13.030054 7.334973 0.346 0.180 0.072
F 6.573581 11.232507 4.925379 -5.049 -0.017 -0.240
F 12.576326 13.164942 6.647592 -1.145 0.087 0.510
F 11.212762 13.825731 8.917709 -0.117 -0.325 -0.241
F 11.297350 11.310024 7.727023 -0.470 0.176 0.088
O 8.916479 12.504309 8.179652 0.117 0.783 -1.140
O 5.676604 15.140932 6.221358 0.910 -0.193 0.636
C 6.277097 16.020320 6.920974 -0.173 -1.230 1.295
N 6.665098 15.792969 8.226307 -1.002 0.628 -3.064
S 7.524259 17.107400 8.745524 0.902 -1.337 -0.236
O 6.762392 17.921193 9.650007 0.317 -0.144 0.377
O 8.813915 16.538560 9.089155 -0.469 1.216 0.195
C 7.529835 18.036515 7.212183 -0.489 -0.819 -0.137
C 8.140579 19.252555 6.914773 -0.766 -0.546 -0.679
C 7.769878 19.876057 5.719431 -0.214 -1.051 0.313
C 6.848747 19.254411 4.862061 0.594 0.461 0.231
C 6.366978 18.004649 5.139349 -1.005 -2.012 0.293
C 6.663622 17.344281 6.348109 1.149 1.895 0.102
H 8.890498 19.660745 7.556804 0.189 0.294 0.373
H 8.240110 20.788865 5.438459 0.145 0.630 -0.141
H 6.524111 19.711295 3.939579 0.191 0.227 -0.056
H 5.728568 17.489712 4.412529 0.149 0.257 0.282
O 6.670060 10.411833 7.694367 1.248 -0.722 0.202
C 7.529467 9.634436 8.276715 0.645 0.845 -0.192
C 7.605900 8.124268 7.877618 -0.144 0.904 0.698
C 9.033056 7.732593 7.480307 0.903 -0.744 -1.177
C 10.106759 7.497298 8.572369 -0.591 -0.353 1.003
C 10.541635 8.788909 9.321108 0.416 -0.118 0.686
C 9.383745 9.566886 9.996140 0.283 -0.914 -0.023
N 8.462780 10.201818 9.077872 -2.219 -3.290 -0.891
H 6.932475 7.992486 6.999639 0.307 0.070 0.846
H 7.280394 7.488666 8.730753 -0.050 0.352 -0.531
H 9.442110 8.474841 6.750706 -0.352 -0.393 0.472
H 8.972762 6.762549 6.901644 -0.097 0.954 0.535
H 10.995038 7.054660 8.083637 -0.440 0.163 0.235
H 9.696399 6.690952 9.302079 0.696 1.339 -0.954
H 11.104097 9.488723 8.672350 -0.626 -0.519 0.063
H 11.293510 8.578744 10.133728 -0.795 -0.227 -0.655
H 9.832808 10.359496 10.601512 -0.256 -0.036 -0.092
H 8.779099 8.921907 10.672383 0.564 0.220 -0.289
H 8.592475 11.156488 8.838662 0.488 2.157 0.078
Cl 4.289623 9.207746 4.279769 0.198 -2.161 0.457
Si 4.713070 10.997267 4.792561 4.965 1.343 1.852
Cl 4.435705 12.635426 7.683227 -2.082 -1.289 -1.138
Cl 3.499329 12.032670 3.731696 -0.469 1.903 -0.353
```
Forces are in eV/Å.

Output
Calculated total energy: -4483.8309 Ha
Energy above the lowest of the compared OMol25 structures with the same formula, charge and spin: 412.2 kJ/mol
Maximum force: 5.5 eV/A
Multiplicity: 6
Net charge: 0